Record 1
The following is a quantum chemistry calculation of a 2-piece molecular cluster, C15H18 overall, from the OMol25 dataset.

Last column: Mulliken charge in e.
Positions of all 33 atoms, in Å:
C1 -0.398 -1.903 -2.745  -1.213
C2 -0.987 -2.791 -1.653  -0.489
C3 -1.677 -1.946 -0.592  0.563
C4 -1.500 -0.631 -0.309  -0.003
C5 -2.149 0.043 0.798  -0.517
C6 -3.123 -0.649 1.442  -0.690
C7 -3.215 -2.057 1.288  -0.371
C8 -2.419 -2.718 0.388  -0.756
H1 0.308 -2.329 -3.466  0.382
H2 0.102 -0.977 -2.418  0.172
H3 -1.151 -1.487 -3.428  0.350
H4 -1.757 -3.529 -1.894  0.460
H5 -0.149 -3.397 -1.239  0.264
H6 -1.023 0.133 -0.946  0.333
H7 -1.718 0.998 1.080  0.454
H8 -3.451 -0.190 2.378  0.303
H9 -3.946 -2.629 1.833  0.389
H10 -2.335 -3.800 0.283  0.375
C9 3.095 3.724 -0.204  -1.312
C10 2.520 2.473 0.403  0.728
C11 1.701 2.617 1.550  -0.403
C12 0.766 1.663 1.978  -0.875
C13 0.855 0.447 1.247  -0.360
C14 1.748 0.223 0.249  -0.420
C15 2.601 1.237 -0.229  -0.418
H11 4.211 3.668 -0.297  0.300
H12 2.872 4.653 0.323  0.341
H13 2.832 3.862 -1.254  0.302
H14 1.781 3.484 2.190  0.324
H15 0.188 1.953 2.832  0.476
H16 0.264 -0.392 1.663  0.514
H17 1.918 -0.776 -0.149  0.441
H18 3.238 1.021 -1.103  0.358

* energy above the lowest of the compared OMol25 structures with the same formula, charge and spin: 35.5 kcal per mole
* Kohn-Sham gap: 9.569 eV
* structure (SMILES): CCc1ccccc1.Cc1ccccc1

Record 2
The following is a quantum chemistry calculation of the molecule C15H18ClN3O2S2, from the OMol25 dataset.

Last column: Mulliken charge in e.
Positions of all 41 atoms, in Å:
C1 1.746 -1.836 0.619  -1.693
C2 0.292 -1.378 0.646  0.765
C3 -0.435 -1.810 2.063  -1.411
C4 -1.908 -1.521 2.088  0.820
C5 -2.337 0.044 2.193  -1.463
C6 -2.559 -2.294 0.992  -1.302
N1 -1.970 -1.816 -0.320  0.211
C7 -2.625 -1.039 -1.200  0.754
O1 -3.847 -1.092 -1.258  -0.688
C8 -2.121 0.022 -2.097  -0.659
S1 -1.019 -0.397 -3.520  -0.174
C9 0.427 0.370 -2.968  0.680
N2 1.561 -0.252 -3.118  -0.524
N3 2.409 0.725 -2.579  -0.270
C10 1.802 1.802 -2.119  0.673
C11 2.538 2.773 -1.291  0.298
C12 1.946 3.643 -0.310  -0.631
C13 2.881 4.255 0.571  -0.456
C14 4.195 4.102 0.141  0.282
Cl1 5.694 4.817 0.806  -0.169
S2 4.266 2.916 -1.208  -0.132
O2 0.466 1.614 -2.347  -0.397
C15 -0.566 -2.110 -0.520  -1.030
H1 2.284 -1.461 -0.269  0.364
H2 1.756 -2.931 0.758  0.365
H3 2.157 -1.444 1.554  0.425
H4 0.321 -0.322 0.663  0.360
H5 0.083 -1.319 2.899  0.404
H6 -0.217 -2.880 2.092  0.398
H7 -2.357 -1.882 3.001  0.354
H8 -2.004 0.643 1.349  0.179
H9 -1.717 0.542 2.982  0.377
H10 -3.365 0.246 2.347  0.445
H11 -3.639 -2.167 1.001  0.471
H12 -2.411 -3.394 1.104  0.365
H13 -2.928 0.602 -2.528  0.605
H14 -1.681 0.866 -1.499  0.133
H15 0.874 3.530 -0.088  0.369
H16 2.563 4.897 1.419  0.363
H17 -0.242 -1.851 -1.551  0.345
H18 -0.312 -3.212 -0.496  0.196

* energy above the lowest of the compared OMol25 structures with the same formula, charge and spin: 0.0 kcal per mole
* Kohn-Sham gap: 8.264 eV
* structure (SMILES): C[C@@H]1C[C@@H](C)CN(C(=O)CSc2nnc(-c3ccc(Cl)s3)o2)C1

Record 3
The following is a quantum chemistry calculation of C15H18CrN6O4S2Se2Te2 as an isolated structure, from the OMol25 dataset.

Last column: Mulliken spin population.
Positions of all 50 atoms, in Å:
Cr1 1.225 -0.688 0.504  4.103
N1 -6.688 2.348 0.841  0.000
C1 -5.649 1.391 0.820  0.000
C2 -4.665 1.400 1.807  0.000
C3 -3.659 0.451 1.803  -0.001
C4 -3.630 -0.526 0.817  0.007
C5 -4.604 -0.546 -0.163  0.002
C6 -5.615 0.406 -0.160  0.000
S1 -2.281 -1.689 0.809  0.016
O1 -2.149 -2.124 2.172  0.003
O2 -2.621 -2.661 -0.210  0.000
N2 -1.021 -0.811 0.388  0.044
C7 -0.826 -0.783 -0.987  -0.120
N3 -1.509 0.087 -1.751  0.012
C8 -1.305 0.003 -3.055  0.006
C9 -0.415 -0.893 -3.633  0.007
C10 0.326 -1.656 -2.758  0.015
N4 0.116 -1.623 -1.446  0.050
H1 -6.406 3.211 1.281  0.000
H2 -7.054 2.539 -0.080  0.000
H3 -4.685 2.166 2.575  0.000
H4 -2.881 0.464 2.556  -0.002
H5 -4.559 -1.308 -0.930  0.000
H6 -6.378 0.390 -0.931  0.000
H7 -1.864 0.703 -3.670  0.000
H8 -0.250 -0.932 -4.700  0.000
H9 1.113 -2.316 -3.104  -0.002
Se1 3.786 -1.665 0.460  0.001
Te1 6.230 -1.878 0.673  0.033
Te2 5.460 1.628 2.319  0.034
Se2 3.243 0.813 1.588  -0.001
S2 1.753 1.264 -2.071  0.008
C11 3.379 1.648 -1.848  0.001
N5 4.390 0.786 -1.771  0.001
C12 5.632 1.436 -1.354  -0.001
C13 5.260 2.930 -1.372  0.001
N6 3.847 2.919 -1.754  0.001
H10 4.181 -0.167 -1.490  0.000
H11 6.442 1.202 -2.047  0.000
H12 5.915 1.102 -0.356  -0.002
H13 5.846 3.484 -2.109  0.000
H14 5.402 3.369 -0.383  -0.001
H15 3.197 3.575 -1.353  0.000
C14 0.492 -3.451 3.689  -0.008
O3 0.921 -2.829 2.483  0.000
C15 0.869 -1.457 2.474  -0.207
O4 0.529 -0.853 3.465  0.000
H16 0.747 -4.506 3.596  0.000
H17 -0.586 -3.333 3.809  0.000
H18 0.994 -3.017 4.555  0.000

* energy above the lowest of the compared OMol25 structures with the same formula, charge and spin: 50.5 kcal per mole
* Kohn-Sham gap (spin up / spin down): 4.943 / 4.954 eV
* multiplicity: 5
* charge: -2
* expectation value of S²: 6.07

Record 4
The following is a quantum chemistry calculation of C15H18MoN as an isolated structure, from the OMol25 dataset.

Last column: Mulliken spin population.
Positions of all 35 atoms, in Å:
Mo1 -0.273 0.877 0.772  0.946
C1 1.608 2.128 0.229  0.033
C2 0.862 2.951 1.095  -0.003
C3 0.392 2.429 2.331  -0.034
C4 0.855 1.150 2.776  0.027
C5 1.668 0.364 1.947  0.037
C6 1.966 0.804 0.631  -0.048
H1 1.940 2.507 -0.729  0.006
H2 0.619 3.966 0.806  0.004
H3 -0.201 3.044 2.993  -0.002
H4 0.586 0.801 3.765  0.009
H5 2.029 -0.594 2.298  0.009
H6 2.583 0.200 -0.021  -0.008
C7 -3.541 -4.537 -1.154  -0.006
N1 -2.622 -3.413 -1.227  0.788
C8 -2.051 -3.080 -2.518  0.001
C9 -2.236 -2.665 -0.020  -0.019
C10 -2.710 -1.220 -0.056  0.130
C11 -4.049 -0.929 -0.191  0.006
C12 -4.560 0.391 -0.199  -0.006
C13 -3.734 1.482 -0.063  0.009
C14 -2.385 1.175 0.127  -0.007
C15 -1.868 -0.096 0.126  -0.037
H7 -3.049 -5.413 -1.589  0.040
H8 -4.407 -4.312 -1.787  0.045
H9 -3.841 -4.731 -0.131  0.004
H10 -1.428 -3.923 -2.837  0.038
H11 -1.459 -2.173 -2.454  0.007
H12 -2.857 -2.971 -3.247  0.026
H13 -1.149 -2.723 0.054  0.018
H14 -2.668 -3.184 0.832  0.004
H15 -4.757 -1.747 -0.283  -0.001
H16 -5.627 0.541 -0.311  0.000
H17 -4.105 2.497 -0.093  0.001
H18 -1.657 2.032 0.113  -0.016

* energy above the lowest of the compared OMol25 structures with the same formula, charge and spin: 2.5 kcal per mole
* Kohn-Sham gap (spin up / spin down): 7.192 / 7.292 eV
* multiplicity: 3
* charge: +3
* expectation value of S²: 2.02

Record 5
The following is a quantum chemistry calculation of a 2-piece molecular cluster, C15H18N overall, from the OMol25 dataset.

Last column: Mulliken charge in e.
Positions of all 34 atoms, in Å:
C1 -4.109 -1.286 -2.269  -0.570
C2 -3.642 -2.193 -0.950  -0.552
C3 -2.178 -1.710 -0.382  -0.646
C4 -0.977 -1.689 -1.498  0.234
C5 -1.001 -2.484 -2.952  -0.339
C6 0.190 -2.421 -4.080  -0.380
C7 1.536 -1.544 -3.752  -0.435
C8 1.628 -0.759 -2.302  -0.432
C9 0.401 -0.802 -1.166  0.389
C10 0.571 0.047 0.257  -0.738
H1 -3.854 -1.909 -3.248  0.055
H2 -3.347 -0.369 -2.284  0.115
H3 -5.226 -0.942 -2.224  0.280
H4 -3.532 -3.330 -1.294  0.067
H5 -1.826 -2.453 0.475  0.270
H6 -2.346 -0.647 0.127  0.194
H7 -1.975 -3.141 -3.155  0.164
H8 0.018 -3.018 -5.089  0.244
H9 2.377 -1.511 -4.588  0.223
H10 2.623 -0.145 -2.073  0.174
H11 0.118 1.140 0.113  0.218
H12 1.683 0.157 0.605  0.267
H13 -0.013 -0.542 1.104  0.187
N1 2.009 1.502 2.839  -0.328
C11 2.930 2.455 2.577  -0.096
C12 3.031 3.643 3.283  -0.509
C13 2.132 3.871 4.320  -0.135
C14 1.171 2.909 4.612  -0.457
C15 1.151 1.751 3.852  -0.187
H14 3.606 2.232 1.757  0.349
H15 3.792 4.373 3.031  0.338
H16 2.180 4.791 4.895  0.345
H17 0.456 3.057 5.413  0.341
H18 0.423 0.968 4.044  0.350

* Kohn-Sham gap: 3.730 eV
* charge: -1

Record 6
The following is a quantum chemistry calculation of the molecule C15H18N2O, from the OMol25 dataset.

Last column: Mulliken charge in e.
Positions of all 36 atoms, in Å:
O1 -3.465 -1.141 0.828  -0.685
C1 -2.889 -0.367 0.086  0.740
C2 -3.343 1.056 -0.168  -0.949
C3 -2.167 2.002 0.078  -0.644
C4 -0.976 1.646 -0.823  -0.179
C5 -1.164 0.272 -1.480  -1.040
N1 -1.757 -0.686 -0.579  0.225
C6 -1.171 -1.997 -0.396  -1.190
C7 -0.425 -2.110 0.944  -1.072
C8 0.542 -0.992 1.139  0.676
C9 0.442 0.013 2.056  -1.068
N2 1.486 0.890 1.918  0.118
C10 2.289 0.463 0.900  -0.642
C11 3.453 1.012 0.379  -1.028
C12 4.055 0.354 -0.672  -0.456
C13 3.517 -0.827 -1.191  -0.790
C14 2.364 -1.376 -0.678  -0.143
C15 1.725 -0.729 0.380  1.391
H1 -4.172 1.282 0.502  0.356
H2 -3.695 1.148 -1.198  0.342
H3 -2.481 3.033 -0.092  0.392
H4 -1.876 1.915 1.126  0.271
H5 -0.056 1.639 -0.239  -0.104
H6 -0.855 2.386 -1.615  0.480
H7 -1.805 0.381 -2.367  0.530
H8 -0.196 -0.108 -1.811  0.412
H9 -0.496 -2.190 -1.230  0.551
H10 -1.979 -2.735 -0.408  0.414
H11 -1.161 -2.089 1.748  0.460
H12 0.093 -3.072 0.969  0.400
H13 -0.309 0.165 2.807  0.469
H14 1.651 1.697 2.494  0.175
H15 3.870 1.922 0.785  0.393
H16 4.961 0.753 -1.102  0.389
H17 4.025 -1.315 -2.010  0.399
H18 1.966 -2.296 -1.081  0.405

* energy above the lowest of the compared OMol25 structures with the same formula, charge and spin: 4.3 kcal per mole
* Kohn-Sham gap: 8.819 eV
* structure (SMILES): O=C1CCCCN1CCc1c[nH]c2ccccc12

Number 1: maximum force 3.61 eV/A. Number 2: maximum force 4.19 eV/A. Number 3: maximum force 1.32 eV/A. Number 4: maximum force 1.75 eV/A. Number 5: maximum force 4.56 eV/A. Number 6: maximum force 0.55 eV/A.